Entry A
The following is a quantum chemistry calculation of a gas-phase ion, C4H10NOS (charge +1), from OMol25.

Values from the calculation:
HOMO	-12.845	eV
frontier orbital gap	8.95	eV
charge	+1
SMILES string	[NH3+][C@H](C=O)CCS

CARTESIAN COORDINATES (ANGSTROEM)
O  0.7359  -2.5783  0.2577
C  0.3457  -1.5894  -0.3032
C  -0.3511  -0.4832  0.4118
C  -0.0857  0.9919  0.2354
C  0.6304  1.3386  -1.1058
S  -0.5189  0.9323  -2.4741
N  -0.4475  -0.9536  1.8808
H  0.2430  -1.6149  -1.3941
H  -1.4156  -0.6051  0.1456
H  -0.9964  1.5709  0.3089
H  0.6795  1.2617  0.9763
H  1.6211  0.8944  -1.1415
H  0.6275  2.4208  -1.2041
H  0.3149  1.4884  -3.4099
H  -1.2869  -0.6114  2.3456
H  0.2488  -0.4956  2.4729
H  -0.3445  -1.9674  1.9977

Mulliken population analysis, charges in e, atoms 1 to 2:
1 O -0.472
2 C 0.007

=====

Entry B
The following is a quantum chemistry calculation of a molecular structure, C4H10NOS, from OMol25.

Values from the calculation:
HOMO	-11.357	eV
frontier orbital gap	3.05	eV
charge	+1

CARTESIAN COORDINATES (ANGSTROEM)
O  1.3338  0.4237  -0.0456
C  1.0354  -0.7259  -0.0308
C  -0.3987  -1.0952  -0.2076
C  -0.8346  -2.4557  -0.3176
C  -2.0438  -2.5150  0.5686
S  -3.5314  -3.1116  -0.8183
N  3.7993  6.2460  0.1986
H  1.7762  -1.5281  0.0625
H  -1.1563  -0.2835  -0.2096
H  -0.9790  -2.7057  -1.3977
H  -0.0318  -3.1182  0.0108
H  -3.0021  -2.0032  0.3193
H  -2.0933  -3.3933  1.1893
H  -4.6001  -3.0806  -0.0010
H  3.9328  6.6984  1.0835
H  2.9274  5.7509  0.1709
H  3.8664  6.8972  -0.5754

Mulliken population analysis, charges in e, atoms 1 to 2:
1 O -0.265
2 C -0.198

=====

The least stable of the structures above is entry B, whereas entry A is the most stable.